C11H17IrN10OSe4 | ωB97M-V with the def2-TZVPD basis set

```
44
C11H17IrN10OSe4 ωB97M-V with the def2-TZVPD basis set
Ir -0.88 0.27 0.46
Se -1.09 2.61 1.70
Se -1.76 2.39 3.82
Se -2.06 0.12 4.21
Se -2.31 -0.85 2.17
C 4.30 -0.08 2.56
N 2.86 0.15 2.73
C 2.31 0.24 4.07
C 2.01 0.10 1.68
N 0.73 0.09 1.80
N 2.60 0.09 0.43
C 1.94 0.22 -0.77
N 2.72 0.09 -1.87
N 0.68 0.49 -0.86
H 4.76 -0.09 3.54
H 4.77 0.71 1.98
H 4.50 -1.05 2.10
H 3.10 0.55 4.75
H 1.90 -0.71 4.42
H 1.54 1.01 4.12
H 0.41 0.04 2.76
H 3.60 0.05 0.39
H 3.64 -0.30 -1.81
H 2.26 0.05 -2.76
H 0.35 0.45 -1.82
N -2.34 2.69 -2.57
C -3.35 1.75 -2.66
C -3.10 0.85 -1.68
N -1.97 1.24 -1.00
C -1.53 2.35 -1.56
H -2.23 3.49 -3.16
H -4.13 1.80 -3.40
H -3.65 -0.03 -1.41
H -0.65 2.90 -1.27
N -2.68 -3.37 -0.99
C -1.92 -2.29 -1.25
O -1.45 -1.68 -0.23
C -1.72 -1.92 -2.60
C -2.42 -2.62 -3.62
N -3.03 -3.23 -4.39
C -0.81 -0.91 -2.96
N -0.05 -0.09 -3.26
H -2.81 -3.66 -0.04
H -3.03 -3.94 -1.74
```

Calculated values
Kohn-Sham gap (alpha / beta) = 6.799 / 4.956 eV
Charge = +1
Energy above the lowest of the compared OMol25 structures with the same formula, charge and spin = 185.97 kJ/mol
Multiplicity = 2
Largest force on an atom = 2.68 eV/A



C5HF2InO | ωB97M-V with the def2-TZVPD basis set

```
10
C5HF2InO ωB97M-V with the def2-TZVPD basis set
C -4.03 -0.92 0.19
C -3.65 0.36 0.35
F -4.20 1.49 0.23
O -2.20 0.39 0.21
C -1.04 0.42 0.17
C 3.15 -0.02 0.20
C 3.64 -0.60 -0.76
H 3.28 0.63 1.06
F 4.02 -1.25 -1.75
In 1.03 -0.51 0.10
```

Calculated values
Kohn-Sham gap (alpha / beta) = 5.478 / 4.901 eV
Charge = +4
Multiplicity = 1
Largest force on an atom = 7.04 eV/A



C22H30N4OS5Sn | ωB97M-V with the def2-TZVPD basis set

```
63
C22H30N4OS5Sn ωB97M-V with the def2-TZVPD basis set
Sn -1.17 0.96 1.12
C -4.71 1.75 0.07
C -4.03 2.16 -1.22
S -2.28 1.63 -1.39
C -1.43 3.18 -1.85
C -1.57 4.37 -0.91
S -1.02 4.01 0.79
C -2.41 4.61 1.80
C -3.79 4.04 1.50
S -3.88 2.22 1.61
H -5.72 2.16 0.08
H -4.79 0.67 0.15
H -4.57 1.70 -2.05
H -4.06 3.23 -1.38
H -0.39 2.88 -1.95
H -1.79 3.45 -2.84
H -0.94 5.17 -1.30
H -2.59 4.75 -0.88
H -2.11 4.40 2.83
H -2.46 5.70 1.71
H -4.50 4.45 2.22
H -4.13 4.34 0.52
C 1.81 0.61 3.96
C 1.88 0.34 2.50
N 1.02 -0.68 2.01
N 1.55 -1.38 1.14
C 0.68 -2.14 0.30
S -0.68 -1.43 -0.33
S 1.35 -3.63 -0.09
C 0.53 -4.14 -1.64
C 1.52 -4.98 -2.39
C 2.64 -4.39 -2.98
C 3.55 -5.17 -3.66
C 3.36 -6.54 -3.76
C 2.25 -7.13 -3.18
C 1.33 -6.36 -2.49
C 2.69 0.98 1.58
C 3.97 1.54 1.97
C 4.83 1.96 1.03
C 4.45 1.96 -0.36
C 3.23 1.58 -0.78
C 2.23 1.17 0.18
O 1.02 1.13 -0.15
H 2.49 -0.03 4.52
H 0.80 0.39 4.31
H 2.06 1.65 4.17
H 0.26 -3.22 -2.16
H -0.38 -4.69 -1.41
H 2.79 -3.32 -2.90
H 4.42 -4.71 -4.12
H 4.08 -7.15 -4.29
H 2.10 -8.20 -3.25
H 0.46 -6.82 -2.04
H 4.28 1.47 3.01
H 5.84 2.26 1.29
H 5.18 2.31 -1.08
H 2.92 1.64 -1.81
N -3.36 -1.03 1.69
N -2.48 -0.77 2.79
H -4.23 -1.44 2.00
H -2.91 -1.73 1.10
H -2.24 -1.61 3.30
H -2.96 -0.15 3.43
```

Calculated values
Kohn-Sham gap = 5.770 eV
Charge = +2
Energy above the lowest of the compared OMol25 structures with the same formula, charge and spin = 193.16 kJ/mol
Multiplicity = 1
Largest force on an atom = 0.71 eV/A



C40H44F2FeN2O3PS | ωB97M-V with the def2-TZVPD basis set

```
94
C40H44F2FeN2O3PS ωB97M-V with the def2-TZVPD basis set
Fe 0.80 0.03 -0.20
C 2.09 4.13 0.47
C 2.68 2.97 1.26
C 4.13 2.70 0.87
P 1.64 1.45 1.37
C 2.50 0.47 2.70
C 1.56 -0.62 3.20
C 3.01 1.29 3.88
C 0.10 2.02 2.11
C -0.02 3.01 3.08
C -1.24 3.34 3.64
C -1.37 4.41 4.68
C -2.36 2.63 3.18
C -2.27 1.66 2.20
C -1.03 1.33 1.63
N -0.87 0.39 0.62
C -2.06 -0.34 0.29
C -2.39 -1.48 1.04
C -1.47 -1.99 2.11
C -3.59 -2.14 0.79
C -4.46 -1.72 -0.21
C -5.74 -2.45 -0.48
C -4.09 -0.61 -0.96
C -2.92 0.10 -0.72
C -2.63 1.34 -1.51
H 2.66 5.03 0.69
H 1.05 4.31 0.73
H 2.15 3.95 -0.61
H 2.68 3.26 2.31
H 4.22 2.41 -0.18
H 4.60 1.92 1.47
H 4.71 3.62 1.00
H 3.36 0.00 2.20
H 0.77 -0.18 3.82
H 2.10 -1.35 3.81
H 1.06 -1.15 2.39
H 2.20 1.82 4.37
H 3.79 2.00 3.62
H 3.45 0.61 4.62
H 0.87 3.54 3.42
H -0.39 4.75 5.02
H -1.92 4.05 5.56
H -1.91 5.28 4.30
H -3.33 2.87 3.60
H -3.17 1.15 1.88
H -0.47 -2.15 1.70
H -1.83 -2.93 2.51
H -1.38 -1.28 2.94
H -3.84 -3.01 1.39
H -6.32 -2.58 0.44
H -5.56 -3.45 -0.89
H -6.36 -1.91 -1.19
H -4.76 -0.26 -1.74
H -3.53 1.68 -2.01
H -1.86 1.15 -2.25
H -2.28 2.14 -0.85
F 0.65 4.02 -3.67
C 1.37 3.05 -3.08
C 0.81 2.34 -2.04
C 1.56 1.33 -1.45
C 2.86 1.06 -1.90
C 3.37 1.81 -2.95
F 4.61 1.57 -3.41
C 2.65 2.81 -3.56
C 3.51 -0.07 -1.23
C 4.82 -0.49 -1.39
C 5.26 -1.61 -0.70
C 4.38 -2.28 0.14
C 3.09 -1.79 0.26
N 2.68 -0.70 -0.37
H -0.19 2.57 -1.72
H 3.06 3.38 -4.38
H 5.48 0.03 -2.07
H 6.28 -1.96 -0.82
H 4.67 -3.17 0.67
H 2.36 -2.30 0.87
C -4.08 -5.35 -4.27
C -2.97 -4.52 -3.70
C -1.78 -4.34 -4.40
C -0.74 -3.59 -3.86
C -0.90 -3.01 -2.62
C -2.07 -3.17 -1.90
C -3.09 -3.93 -2.44
S 0.39 -2.00 -1.97
O 1.62 -2.43 -2.59
O 0.04 -0.59 -2.21
O 0.35 -2.14 -0.48
H -4.02 -5.40 -5.36
H -5.05 -4.94 -4.00
H -4.04 -6.37 -3.89
H -1.66 -4.79 -5.38
H 0.19 -3.46 -4.40
H -2.18 -2.71 -0.92
H -4.01 -4.06 -1.88
```

Calculated values
Kohn-Sham gap (alpha / beta) = 7.564 / 7.629 eV
Energy above the lowest of the compared OMol25 structures with the same formula, charge and spin = 82.74 kJ/mol
Multiplicity = 2
Largest force on an atom = 1.01 eV/A